Computed, not measured: a molecular structure, C26H30N6OSTl, with wB97M-V/def2-TZVPD.

Structure (XYZ):
```
65
Properties=species:S:1:pos:R:3:forces:R:3
Tl 0.4712 1.6741 -0.2088 0.017 0.029 -0.061
N 0.9015 5.9884 2.2775 0.003 0.019 -0.006
C 0.4326 4.8547 1.7213 -0.035 0.021 -0.006
O 1.1246 4.1702 0.9780 0.000 -0.064 0.043
C -0.9877 4.4681 2.1255 0.011 -0.006 -0.025
C -1.6711 3.5641 1.1668 -0.029 0.017 0.009
H 1.8348 6.2898 2.0520 -0.001 -0.001 0.000
H 0.3220 6.5821 2.8427 0.000 0.002 -0.003
H -1.5654 5.3924 2.2583 -0.006 -0.003 0.017
H -0.9254 4.0073 3.1158 0.007 -0.012 -0.011
H -1.8492 3.8995 0.1548 0.022 -0.005 -0.008
H -2.1890 2.6820 1.5157 0.001 0.044 -0.017
C 4.5189 0.8350 -3.4225 0.007 -0.003 -0.003
N 3.5716 -0.2069 -3.0615 -0.005 0.009 0.004
C 3.1674 -1.2489 -3.8748 0.062 0.046 -0.048
C 2.3231 -2.0071 -3.1624 -0.073 -0.058 0.073
N 2.2039 -1.4242 -1.9022 0.076 0.118 -0.003
C 2.9938 -0.3048 -1.8453 -0.045 -0.140 0.043
S 3.3130 0.7421 -0.5623 -0.019 0.030 -0.015
C 1.3724 -1.9887 -0.8798 -0.005 -0.079 -0.045
C 1.3545 -3.4125 -0.8227 0.003 0.035 0.006
C 0.3928 -4.0271 -0.0146 -0.006 0.012 0.002
C -0.4386 -3.2575 0.7344 -0.023 -0.005 0.046
C -0.2762 -1.7751 0.7955 -0.028 -0.009 0.021
N 0.6639 -1.1971 -0.1610 0.017 0.003 -0.036
H 4.7818 0.7087 -4.4689 -0.002 -0.002 -0.001
H 5.4105 0.7599 -2.8032 -0.001 -0.001 -0.001
H 4.0682 1.8126 -3.2665 0.001 -0.002 0.000
H 3.5113 -1.3480 -4.8884 0.001 0.004 -0.001
H 1.7620 -2.8807 -3.4364 -0.009 0.004 0.000
H 2.0573 -3.9897 -1.4036 0.001 0.009 -0.010
H 0.3046 -5.1051 -0.0068 -0.001 -0.003 0.002
H -1.2130 -3.6965 1.3501 0.008 -0.003 0.009
H 0.1288 -1.5639 1.7951 0.035 0.034 -0.041
N 2.2055 0.3011 2.5812 -0.062 -0.036 0.019
N 1.6785 1.5617 2.1678 0.011 0.020 0.006
H 2.9306 0.4161 3.2813 0.000 0.006 -0.008
H 2.6237 -0.1245 1.7591 0.013 0.028 -0.013
H 2.3769 2.2958 2.0827 0.023 -0.033 0.020
H 0.9876 1.8569 2.8480 0.036 0.068 -0.028
C -1.5098 -3.4539 -3.9347 -0.007 -0.011 0.006
C -1.0188 -2.1604 -3.8255 -0.009 0.026 0.007
C -1.2683 -1.4133 -2.6826 -0.026 -0.003 -0.031
C -2.0179 -1.9482 -1.6380 -0.014 0.002 -0.003
C -2.5288 -3.2385 -1.7682 0.028 0.010 0.023
C -2.2681 -3.9904 -2.9033 0.005 -0.003 -0.013
C -2.3412 -1.1305 -0.4391 0.021 -0.003 -0.019
C -1.6201 -1.0382 0.6804 0.039 -0.005 0.022
C -2.0728 -0.1905 1.8210 -0.050 -0.047 -0.014
C -3.4217 0.1560 1.9662 -0.001 -0.020 -0.005
C -3.8448 0.9854 2.9897 0.019 -0.004 0.023
C -2.9326 1.4805 3.9152 -0.026 -0.015 -0.011
C -1.6003 1.1219 3.8039 0.004 -0.029 0.025
C -1.1743 0.2938 2.7704 -0.010 0.032 0.097
H -1.3206 -4.0343 -4.8283 -0.003 -0.001 -0.002
H -0.4516 -1.7243 -4.6383 0.005 0.000 0.003
H -0.8877 -0.4014 -2.6015 0.001 0.000 0.002
H -3.1322 -3.6545 -0.9704 0.000 -0.001 0.000
H -2.6679 -4.9924 -2.9883 -0.002 -0.001 0.001
H -3.2616 -0.5591 -0.5101 0.028 0.026 -0.018
H -4.1599 -0.2492 1.2872 0.004 0.007 0.007
H -4.8949 1.2296 3.0795 -0.002 0.002 -0.002
H -3.2667 2.1145 4.7259 0.002 0.000 0.000
H -0.8846 1.4664 4.5425 -0.004 -0.010 -0.009
H -0.1268 0.0267 2.7346 -0.007 -0.047 -0.022
```
Forces are in eV/Å.

Computed properties:
ΔE to the lowest compared entry with this formula, charge and spin = 111.9 kJ/mol
Calculated total energy = -1982.94500 Eh
E_HOMO (alpha / beta) = -0.377 / -0.374 Eh
Net charge = +1
Molecular weight = 679.0 g/mol
Lowest unoccupied orbital energy (alpha / beta) = -2.66 / -3.54 eV
Strongest force on any atom = 0.0030 hartree/bohr


Computed, not measured: a molecular structure, C26H31AsBrN5O4RbS, with wB97M-V/def2-TZVPD.

Structure (XYZ):
```
70
Properties=species:S:1:pos:R:3:forces:R:3
Rb -0.9102 -0.1009 -0.6107 0.371 -0.409 -0.020
O 4.4873 3.0675 0.9439 0.227 0.140 0.046
C 3.7274 3.9147 0.1576 0.033 -0.110 0.041
C 4.2297 5.1361 -0.2631 -0.040 0.023 -0.017
C 3.4475 5.9613 -1.0596 -0.008 0.024 -0.006
C 2.1727 5.5586 -1.4258 0.048 0.005 0.013
C 1.6891 4.3320 -0.9899 0.044 -0.026 0.068
C 2.4525 3.4893 -0.1992 0.034 0.142 -0.029
C 1.8361 2.1558 0.2690 0.151 -0.037 0.026
O 0.5963 1.9881 -0.0718 -0.145 -0.038 0.012
N 2.7928 1.0934 -0.3058 0.176 -0.002 -0.007
N 2.3679 -0.0676 -0.7143 -0.036 0.129 0.158
C 3.2372 -1.0094 -0.8885 0.111 -0.063 -0.090
C 2.8964 -2.3031 -1.4305 0.069 0.014 -0.015
Br 1.1802 -2.4502 -2.2473 0.017 -0.058 -0.015
C 3.6750 -3.3981 -1.4879 -0.065 0.127 0.044
C 4.9882 -3.5902 -0.8644 -0.053 0.022 -0.106
C 5.8523 -4.5370 -1.4233 0.041 0.024 0.015
C 7.0998 -4.7861 -0.8803 -0.012 0.009 0.019
C 7.5157 -4.1006 0.2525 0.038 0.008 0.007
C 6.6607 -3.1765 0.8337 0.014 0.012 0.011
C 5.4135 -2.9235 0.2856 0.009 -0.018 0.149
H 5.3378 3.4911 1.1213 -0.223 -0.098 -0.052
H 5.2283 5.4399 0.0309 0.061 0.022 0.016
H 3.8393 6.9164 -1.3857 0.007 0.021 -0.014
H 1.5569 6.1979 -2.0431 -0.028 0.038 -0.036
H 0.6969 3.9772 -1.2333 -0.068 -0.026 -0.021
H 2.0407 2.0820 1.3643 -0.006 0.032 0.066
H 3.7673 1.1596 -0.0026 -0.198 -0.026 -0.062
H 4.2972 -0.8265 -0.6821 -0.151 -0.024 -0.073
H 3.3153 -4.2368 -2.0666 -0.056 -0.067 -0.006
H 5.5319 -5.0779 -2.3029 -0.029 -0.049 -0.078
H 7.7469 -5.5203 -1.3403 0.046 -0.041 -0.024
H 8.4899 -4.2920 0.6827 0.018 -0.010 0.012
H 6.9585 -2.6529 1.7326 0.024 0.016 0.029
H 4.7479 -2.2325 0.7822 -0.009 -0.025 0.018
C -5.2572 3.3507 2.0062 -0.006 -0.021 0.177
N -4.7021 2.6167 0.8920 -0.160 0.089 -0.062
C -4.7138 3.1766 -0.3509 0.014 0.093 -0.094
C -4.2033 2.5401 -1.4104 -0.022 0.031 0.015
C -3.6078 1.2244 -1.2017 -0.154 0.007 -0.001
O -3.0670 0.6205 -2.1446 -0.177 0.016 -0.225
N -3.6441 0.6748 0.0421 -0.116 0.083 -0.207
C -4.1804 1.3268 1.0859 0.217 0.081 -0.269
O -4.2185 0.8572 2.2235 -0.112 -0.254 0.606
H -6.3040 3.5971 1.8199 -0.042 0.020 0.020
H -4.6983 4.2735 2.1729 -0.003 0.026 0.031
H -5.1855 2.7186 2.8896 -0.013 0.081 -0.101
H -5.1523 4.1669 -0.4137 0.014 -0.041 0.014
H -4.1949 2.9792 -2.3942 0.008 0.013 -0.048
C -4.9545 -2.1008 -2.0322 -0.049 -0.134 -0.154
As -4.4420 -3.2258 -0.5649 0.179 0.033 0.034
C -4.8904 -2.3066 1.0604 -0.046 -0.149 0.126
C -5.7355 -4.6624 -0.6349 0.041 -0.142 0.007
S -2.4910 -3.9333 -0.6627 0.036 0.015 -0.037
H -6.0050 -1.8248 -1.9319 0.018 0.036 -0.026
H -4.8003 -2.6877 -2.9418 -0.052 0.112 0.079
H -4.3184 -1.2187 -2.0575 0.059 0.075 0.021
H -5.9036 -1.9109 0.9857 -0.013 0.004 0.036
H -4.1966 -1.4872 1.2325 0.019 0.015 -0.031
H -4.8289 -3.0431 1.8668 -0.006 0.154 -0.061
H -6.7461 -4.2759 -0.5149 -0.056 0.012 0.006
H -5.5020 -5.3667 0.1650 -0.040 0.051 -0.071
H -5.6383 -5.1686 -1.5958 -0.005 0.022 0.064
C -1.4139 0.4266 3.6052 -0.037 -0.010 -0.039
C -0.8717 -0.6317 2.7647 -0.168 0.330 0.230
N -0.4534 -1.4479 2.0796 0.206 -0.362 -0.163
H -1.4034 0.1060 4.6453 -0.008 0.020 0.027
H -2.4394 0.6395 3.2861 0.068 -0.013 0.020
H -0.7991 1.3181 3.4912 -0.006 0.029 -0.004
```
Forces are in eV/Å.

Computed properties:
ΔE to the lowest compared entry with this formula, charge and spin = 102.0 kJ/mol
Calculated total energy = -6816.24547 Eh
E_HOMO = -0.165 Eh
Net charge = -1
Molecular weight = 749.9 g/mol
Lowest unoccupied orbital energy = 2.29 eV
Strongest force on any atom = 0.0130 hartree/bohr


Computed, not measured: a molecular structure, C26H31BrCrIN8O3S3 in a non-equilibrium geometry, with wB97M-V/def2-TZVPD.

Structure (XYZ):
```
74
Properties=species:S:1:pos:R:3:forces:R:3
Cr 0.9037 -1.5728 0.8362 0.474 0.302 -1.216
C -0.9666 1.1018 2.5614 -0.165 0.204 -0.134
C -0.1540 0.0924 3.2765 -0.246 0.508 0.559
N 0.4621 -0.9399 2.7500 0.044 -0.013 -0.403
C 1.1007 -1.7006 3.7041 0.120 0.232 1.132
C 0.9823 -1.2217 4.9743 -0.038 -0.030 -0.542
S 0.0418 0.2077 4.9885 0.137 -0.357 -0.745
C 1.7539 -2.9047 3.2438 0.396 -0.686 0.782
C 2.3503 -3.8937 3.9689 -0.194 0.270 -0.441
S 2.8851 -5.1506 2.9389 -0.391 0.672 -0.410
C 2.2685 -4.2859 1.5769 0.398 -0.655 0.268
N 1.7338 -3.1326 1.8883 -0.268 -0.170 -0.133
C 2.3421 -4.8663 0.2172 -0.026 -0.031 -0.257
H -0.8366 1.0089 1.4845 -0.018 0.084 0.174
H -0.6887 2.1064 2.8826 0.037 0.009 -0.069
H -2.0212 0.9685 2.8105 -0.035 -0.065 -0.040
H 1.3979 -1.6235 5.8752 0.089 -0.145 0.211
H 2.4912 -3.9618 5.0281 -0.007 0.068 0.261
H 1.9243 -5.8723 0.2224 -0.014 -0.022 -0.053
H 3.3788 -4.9535 -0.1100 0.003 0.028 -0.074
H 1.7839 -4.2505 -0.4855 0.066 -0.064 -0.032
N -5.9969 2.4297 -2.4738 -0.347 0.116 -0.084
C -4.7372 1.9753 -2.3370 0.390 -0.126 0.110
C -4.2746 0.8933 -3.1119 0.146 -0.001 0.042
C -3.0066 0.3925 -2.9281 -0.075 0.025 -0.095
C -2.1750 0.9715 -1.9805 0.905 -0.274 -0.012
C -2.5921 2.0588 -1.2296 0.021 0.068 0.023
C -3.8603 2.5627 -1.4039 0.045 -0.124 -0.026
S -0.5589 0.3279 -1.6897 0.144 0.857 -0.336
O 0.4087 1.3819 -1.6152 -0.377 -0.098 0.057
O -0.2472 -0.7496 -2.6165 -0.495 -0.237 -0.413
N -0.5205 -0.4233 -0.1975 0.781 0.404 0.242
C -1.3933 -1.4268 -0.0828 -0.958 -0.831 0.255
N -0.8655 -2.4518 0.6350 0.229 0.784 -0.230
C -1.6263 -3.5148 0.8609 -0.657 -0.754 0.100
C -2.9222 -3.5751 0.3791 0.621 -0.087 0.285
C -3.3644 -2.4898 -0.3714 0.246 0.215 -0.002
N -2.6075 -1.4340 -0.6087 -0.271 -0.167 0.081
H -6.6065 2.0544 -3.1788 0.021 0.054 0.029
H -6.3139 3.2349 -1.9645 -0.005 -0.015 -0.042
H -4.9269 0.4615 -3.8565 -0.035 -0.064 -0.066
H -2.6449 -0.4424 -3.5074 -0.048 -0.105 -0.093
H -1.9066 2.5007 -0.5233 0.030 0.209 0.146
H -4.1900 3.4133 -0.8285 -0.031 0.106 0.086
H -1.1783 -4.3267 1.4192 -0.049 -0.023 0.076
H -3.5482 -4.4260 0.5707 -0.084 -0.174 0.033
H -4.3551 -2.4517 -0.7984 -0.180 -0.131 -0.035
Br 0.6045 5.3816 2.3267 -0.097 0.185 -0.197
C 0.6247 5.3985 0.4259 -0.026 -0.082 0.312
C 0.1199 6.5053 -0.2405 0.019 -0.028 0.194
C 0.1130 6.5311 -1.6236 0.000 -0.106 0.009
C 0.5954 5.4468 -2.3406 0.009 0.084 0.043
C 1.1005 4.3403 -1.6779 0.005 -0.076 -0.171
C 1.1194 4.3232 -0.2979 -0.022 -0.004 0.318
I 1.9770 2.6944 0.6959 0.314 0.099 0.124
H -0.2543 7.3361 0.3382 -0.035 0.068 -0.014
H -0.2765 7.3964 -2.1368 -0.014 0.077 -0.052
H 0.5919 5.4709 -3.4180 -0.006 -0.049 -0.137
H 1.4594 3.4823 -2.2204 0.076 -0.011 -0.126
N 3.8955 -1.3962 1.7984 0.259 -0.006 0.189
N 2.8951 -0.5986 1.1396 -0.175 0.188 -0.374
H 4.7459 -0.8556 1.9633 -0.251 -0.008 -0.192
H 4.1391 -2.1896 1.2123 -0.120 0.183 -0.002
H 3.2507 -0.1918 0.2643 -0.169 -0.081 0.192
H 2.7302 0.2051 1.7529 -0.049 -0.267 -0.100
C 2.9497 -0.5120 -2.4865 -0.183 -0.210 0.231
C 2.7815 -1.8932 -1.8715 0.778 -0.049 -0.341
O 1.5226 -2.0493 -1.2021 -0.620 0.349 0.809
H 3.9182 -0.4339 -2.9722 0.088 -0.040 -0.038
H 2.8538 0.2834 -1.7482 0.031 0.098 0.063
H 2.1683 -0.3457 -3.2231 0.045 0.061 -0.126
H 3.5653 -2.1159 -1.1415 -0.045 -0.039 -0.057
H 2.8279 -2.6479 -2.6656 0.057 0.016 0.225
H 0.8585 -1.6670 -1.8447 -0.195 -0.121 0.251
```
Forces are in eV/Å.

Computed properties:
ΔE to the lowest compared entry with this formula, charge and spin = 111.3 kJ/mol
Calculated total energy = -6783.39434 Eh
E_HOMO (alpha / beta) = -0.458 / -0.458 Eh
Net charge = +2
Molecular weight = 858.6 g/mol
Lowest unoccupied orbital energy (alpha / beta) = -7.58 / -6.97 eV
2S+1 = 2
Strongest force on any atom = 0.0261 hartree/bohr


Computed, not measured: a molecular structure, C26H31Cl3MoN9S2, with wB97M-V/def2-TZVPD.

Structure (XYZ):
```
72
Properties=species:S:1:pos:R:3:forces:R:3
Mo 1.0069 -0.6439 -0.0171 -0.065 0.468 0.450
N -0.4406 3.3454 1.2237 0.082 0.032 0.053
C 0.2162 2.3202 0.6940 -0.088 -0.015 -0.043
S 0.0791 0.7424 1.4866 0.206 -0.104 -0.056
N 0.9779 2.4384 -0.3423 0.027 0.028 0.050
N 1.5735 1.2647 -0.7035 -0.173 -0.188 -0.283
C 2.5850 1.3706 -1.5476 -0.055 -0.024 0.030
C 3.0630 2.6203 -2.1146 0.027 0.016 0.023
C 4.4315 2.9229 -2.0460 -0.012 -0.014 -0.043
C 4.9034 4.1048 -2.5848 -0.001 0.009 -0.001
C 4.0262 4.9678 -3.2311 -0.001 -0.003 0.001
C 2.6708 4.6645 -3.3180 0.007 0.001 -0.009
C 2.1803 3.5096 -2.7421 0.010 0.021 0.046
C 3.2496 0.0981 -1.8579 0.010 0.016 0.006
C 4.1961 -0.0550 -2.8523 -0.015 0.005 -0.001
C 4.7563 -1.3116 -3.0694 0.002 0.002 -0.004
C 4.3473 -2.3753 -2.2881 -0.012 -0.009 0.000
C 3.3835 -2.1550 -1.3152 0.017 0.007 -0.009
N 2.8378 -0.9516 -1.1041 0.027 -0.064 0.001
H -0.9952 3.2437 2.0570 -0.029 -0.012 -0.036
H -0.2875 4.2735 0.8582 -0.015 -0.001 -0.005
H 5.1168 2.2558 -1.5372 -0.002 -0.001 0.006
H 5.9525 4.3536 -2.5052 -0.001 0.003 0.002
H 4.4001 5.8843 -3.6677 0.000 0.000 0.001
H 1.9980 5.3407 -3.8270 0.002 0.000 -0.004
H 1.1245 3.2828 -2.7888 0.000 -0.003 -0.002
H 4.4831 0.7942 -3.4547 0.000 -0.004 -0.005
H 5.5008 -1.4493 -3.8425 0.002 0.003 0.002
H 4.7586 -3.3664 -2.4184 -0.003 0.000 -0.001
H 3.0415 -2.9701 -0.6919 0.010 -0.003 0.002
N 2.1998 -1.3501 1.6757 -0.105 -0.163 0.003
C 2.0125 -2.8384 1.7767 -0.035 -0.012 -0.045
C 1.0750 -3.2079 2.9091 -0.028 -0.004 -0.019
C -0.3389 -2.6443 2.7470 0.018 -0.008 -0.001
C -0.9718 -2.9817 1.4034 0.015 0.028 0.017
N -0.7808 -1.9161 0.3510 0.053 0.006 -0.181
H 3.1870 -1.1337 1.5587 -0.005 0.016 -0.019
H 1.9267 -0.9304 2.5611 0.059 -0.001 0.026
H 2.9829 -3.3210 1.8845 0.005 0.018 0.045
H 1.5866 -3.1988 0.8281 0.034 -0.004 0.002
H 1.5048 -2.8969 3.8643 0.020 0.013 -0.012
H 1.0248 -4.2982 2.9398 -0.015 0.002 0.017
H -0.3706 -1.5616 2.9069 0.008 -0.004 0.024
H -0.9600 -3.0632 3.5384 -0.018 -0.008 -0.020
H -2.0492 -3.1085 1.5080 -0.006 0.009 0.018
H -0.5734 -3.9183 1.0109 -0.003 0.002 -0.016
H -1.5132 -1.2010 0.5307 -0.051 0.013 -0.091
H -1.0958 -2.3167 -0.5328 -0.005 -0.028 0.017
N -4.8969 1.9319 -0.8024 -0.067 -0.007 0.000
C -4.3902 1.0795 0.0939 0.088 -0.361 0.094
S -2.7887 0.5243 -0.1458 0.026 0.265 -0.146
N -5.2026 0.7029 1.0846 0.027 0.092 0.116
C -4.9959 -0.0578 2.2782 -0.021 -0.059 -0.158
C -3.7543 -0.3380 2.8342 0.005 0.040 0.093
C -3.6909 -1.0646 4.0177 -0.023 -0.004 -0.010
C -4.8412 -1.5117 4.6480 0.019 0.003 -0.009
C -6.0774 -1.2137 4.0928 -0.003 0.017 -0.011
C -6.1550 -0.4880 2.9169 0.017 -0.082 -0.023
H -4.3394 2.1849 -1.5981 0.012 0.001 -0.011
H -5.8302 2.3065 -0.7328 0.006 0.018 0.007
H -6.1632 1.0069 0.9956 0.016 0.072 0.017
H -2.8520 0.0346 2.3789 -0.002 0.023 -0.011
H -2.7239 -1.2625 4.4642 -0.005 0.015 0.018
H -4.7801 -2.0702 5.5716 0.003 -0.002 -0.002
H -6.9871 -1.5418 4.5763 0.002 0.001 0.003
H -7.1266 -0.2602 2.4930 0.005 0.002 -0.008
Cl -1.0972 1.2840 -4.7138 -0.005 -0.001 0.000
C -1.2767 -0.3974 -4.2141 0.014 0.013 0.007
Cl -2.9555 -0.8196 -3.9267 0.000 -0.006 -0.007
Cl -0.5101 -1.4997 -5.3513 0.009 0.000 -0.007
C -0.5535 -0.5341 -2.9346 -0.033 0.003 0.032
N 0.0054 -0.6296 -1.9400 0.016 -0.085 0.077
```
Forces are in eV/Å.

Computed properties:
Calculated total energy = -3746.44509 Eh
E_HOMO (alpha / beta) = -0.554 / -0.554 Eh
Net charge = +3
Molecular weight = 736.0 g/mol
Lowest unoccupied orbital energy (alpha / beta) = -10.72 / -10.73 eV
Strongest force on any atom = 0.0127 hartree/bohr